[1]
DFT (ωB97M-V/def2-TZVPD) results for a 9-piece molecular cluster, C4H24N2O10 overall in a non-equilibrium geometry.

Last columns: bonded neighbours and bond lengths (Å).
CARTESIAN COORDINATES (ANGSTROEM)
1 N 0.19 -2.93 0.19  C2 1.447, H9 1.018, H10 0.993
2 C -0.13 -1.73 -0.53  N1 1.447, C3 1.494, H11 1.081, H12 1.103
3 C 0.63 -1.37 -1.77  C2 1.494, N4 1.377, O8 1.221
4 N 0.71 -0.05 -2.15  C3 1.377, C5 1.466, H13 1.013
5 C 0.85 0.95 -1.09  N4 1.466, C6 1.522, H14 1.098, H15 1.090
6 C 0.73 2.41 -1.51  C5 1.522, O7 1.290, H16 1.104
7 O 0.46 3.23 -0.55  C6 1.290
8 O 1.10 -2.25 -2.46  C3 1.221
9 H 1.19 -3.05 0.32  N1 1.018
10 H -0.05 -3.79 -0.25  N1 0.993
11 H -0.40 -0.90 0.11  C2 1.081
12 H -1.13 -1.96 -0.95  C2 1.103
13 H 1.46 0.08 -2.82  N4 1.013
14 H 1.83 0.89 -0.59  C5 1.098
15 H 0.13 0.84 -0.28  C5 1.090
16 H 0.78 2.64 -2.59  C6 1.104
17 H -1.49 -0.78 2.01  O19 0.970
18 H -2.02 -0.77 0.64  O19 0.983
19 O -1.86 -0.14 1.38  H17 0.970, H18 0.983
20 H -3.00 0.06 -1.47  O22 0.985
21 H -3.61 -1.36 -1.23  O22 0.963
22 O -2.86 -0.80 -1.02  H20 0.985, H21 0.963
23 H -1.58 2.00 -2.25  O25 0.971
24 H -1.45 0.57 -2.88  O25 0.962
25 O -2.07 1.23 -2.57  H23 0.971, H24 0.962
26 H 4.08 -0.61 0.45  O28 0.957
27 H 3.82 -0.72 -1.09  O28 0.959
28 O 3.46 -0.90 -0.22  H26 0.957, H27 0.959
29 H -1.71 -3.01 1.59  O31 0.962
30 H -0.57 -3.01 2.36  O31 0.941
31 O -1.49 -3.11 2.52  H29 0.962, H30 0.941
32 H 1.66 3.40 1.28  O34 0.966
33 H 1.92 2.22 2.13  O34 0.977
34 O 2.41 2.87 1.59  H32 0.966, H33 0.977
35 H -1.61 1.64 1.80  O37 0.974
36 H -0.81 2.81 1.09  O37 0.970
37 O -1.09 2.45 1.95  H35 0.974, H36 0.970
38 H 0.56 0.41 3.44  O40 0.961
39 H 0.06 1.54 2.65  O40 1.001
40 O 0.90 1.00 2.77  H38 0.961, H39 1.001

Values from the calculation:
Multiplicity   2
Expectation value of S²   0.753
Kohn-Sham gap (spin up / spin down)   0.129 / 0.256 hartree
LUMO energy (spin up / spin down)   0.095 / 0.094 Eh
Highest occupied orbital energy (spin up / spin down)   -0.925 / -4.384 eV
Relative energy (zero: lowest compared OMol25 entry of this formula, charge and spin)   1.212 eV
Total charge   -1

Here are the Mulliken charges for atoms 1 to 8, given in e: atom 1 (N): -0.530, atom 2 (C): 1.033, atom 3 (C): 0.057, atom 4 (N): 0.050, atom 5 (C): 0.487, atom 6 (C): -1.112, atom 7 (O): -0.754, atom 8 (O): -0.729

---

[2]
DFT (ωB97M-V/def2-TZVPD) results for a 7-piece molecular cluster, C4H24N2O7 overall in a non-equilibrium geometry.

Last columns: bonded neighbours and bond lengths (Å).
CARTESIAN COORDINATES (ANGSTROEM)
1 N 2.28 -1.25 -1.42  C2 1.495, H8 1.017, H9 1.017
2 C 1.17 -0.52 -2.11  N1 1.495, C3 1.528, H10 1.076, H11 1.119
3 C 0.85 0.67 -1.22  C2 1.528, C4 1.555, H12 1.078, H13 1.104
4 C -0.65 0.69 -0.80  C3 1.555, N5 1.485, C6 1.555, H14 1.102
5 N -1.58 1.14 -1.86  C4 1.485, H15 1.025, H16 1.017
6 C -0.93 1.61 0.42  C4 1.555, O7 1.461, H17 1.097, H18 1.089
7 O -1.75 0.87 1.38  C6 1.461, H19 0.970
8 H 2.69 -1.94 -2.03  N1 1.017
9 H 1.97 -1.72 -0.57  N1 1.017
10 H 0.49 -1.24 -2.52  C2 1.076
11 H 1.69 -0.11 -3.02  C2 1.119
12 H 1.07 1.56 -1.78  C3 1.078
13 H 1.36 0.70 -0.24  C3 1.104
14 H -1.02 -0.29 -0.46  C4 1.102
15 H -1.42 0.66 -2.74  N5 1.025
16 H -1.46 2.14 -2.00  N5 1.017
17 H 0.01 1.72 0.98  C6 1.097
18 H -1.35 2.59 0.21  C6 1.089
19 H -2.69 1.02 1.23  O7 0.970
20 O 3.04 -2.54 1.08  H21 0.957, H22 0.968
21 H 3.69 -3.00 0.54  O20 0.957
22 H 3.24 -2.73 2.01  O20 0.968
23 O 3.11 2.45 1.97  H24 0.958, H25 0.967
24 H 2.64 2.10 2.72  O23 0.958
25 H 3.99 2.05 2.00  O23 0.967
26 O -1.36 -1.32 -4.33  H27 0.967, H28 0.967
27 H -1.54 -1.93 -3.61  O26 0.967
28 H -0.53 -1.75 -4.57  O26 0.967
29 O -3.98 -0.17 0.43  H30 0.965, H31 0.968
30 H -3.31 -0.83 0.64  O29 0.965
31 H -3.62 0.28 -0.34  O29 0.968
32 O 0.57 0.85 3.86  H33 0.958, H34 0.974
33 H 0.73 1.75 3.58  O32 0.958
34 H -0.14 0.39 3.38  O32 0.974
35 O -0.98 -1.71 1.61  H36 0.969, H37 0.978
36 H -1.52 -2.09 2.32  O35 0.969
37 H -1.19 -0.75 1.55  O35 0.978

Values from the calculation:
Structure (SMILES)   NCC[C@H](N)CO.O.O.O.O.O.O
Multiplicity   1
Kohn-Sham gap   0.346 hartree
LUMO energy   0.018 Eh
Highest occupied orbital energy   -8.921 eV
Relative energy (zero: lowest compared OMol25 entry of this formula, charge and spin)   2.545 eV
Total charge   0

Here are the Mulliken charges for atoms 1 to 8, given in e: atom 1 (N): -0.641, atom 2 (C): -0.377, atom 3 (C): -0.998, atom 4 (C): 0.578, atom 5 (N): -0.593, atom 6 (C): -0.533, atom 7 (O): -0.612, atom 8 (H): 0.218

---

[3]
DFT (ωB97M-V/def2-TZVPD) results for a 8-piece molecular cluster, C4H24N2O8 overall in a non-equilibrium geometry.

Last columns: bonded neighbours and bond lengths (Å).
CARTESIAN COORDINATES (ANGSTROEM)
1 C -2.94 -1.15 -0.55  N2 1.464, H8 1.088, H9 1.093, H10 1.088
2 N -1.51 -1.47 -0.51  C1 1.464, C3 1.340, H11 1.012
3 C -0.61 -1.20 0.45  N2 1.340, O4 1.240, C5 1.508
4 O 0.58 -1.47 0.24  C3 1.240
5 C -1.14 -0.68 1.76  C3 1.508, C6 1.540, N7 1.467, H12 1.086
6 C -0.83 -1.71 2.87  C5 1.540, H13 1.093, H14 1.088, H15 1.090
7 N -0.46 0.59 1.99  C5 1.467, H16 1.003, H17 0.999
8 H -3.14 -0.14 -0.91  C1 1.088
9 H -3.41 -1.77 -1.31  C1 1.093
10 H -3.42 -1.47 0.37  C1 1.088
11 H -1.21 -1.71 -1.44  N2 1.012
12 H -2.19 -0.43 1.66  C5 1.086
13 H 0.20 -1.55 3.19  C6 1.093
14 H -0.87 -2.76 2.58  C6 1.088
15 H -1.45 -1.42 3.72  C6 1.090
16 H -0.80 1.02 2.83  N7 1.003
17 H 0.54 0.50 1.99  N7 0.999
18 O 0.22 -2.30 -2.86  H19 0.956, H20 0.959
19 H 0.64 -2.95 -2.30  O18 0.956
20 H 0.75 -2.15 -3.64  O18 0.959
21 O -0.05 3.46 0.02  H22 0.968, H23 0.968
22 H -0.46 2.60 -0.11  O21 0.968
23 H 0.57 3.25 0.73  O21 0.968
24 O 2.32 2.41 2.00  H25 0.959, H26 0.971
25 H 2.46 2.13 2.91  O24 0.959
26 H 2.39 1.63 1.43  O24 0.971
27 O 2.78 1.89 -1.39  H28 0.972, H29 0.971
28 H 2.40 2.67 -0.95  O27 0.972
29 H 3.26 1.53 -0.63  O27 0.971
30 O 0.28 0.76 -1.96  H31 0.964, H32 0.965
31 H 0.46 -0.12 -1.61  O30 0.964
32 H 1.11 1.25 -1.95  O30 0.965
33 O 2.83 0.00 0.66  H34 0.949, H35 0.974
34 H 3.56 -0.53 0.94  O33 0.949
35 H 2.10 -0.38 0.13  O33 0.974
36 O -1.97 0.79 -3.49  H37 0.982, H38 0.920
37 H -1.17 0.86 -2.93  O36 0.982
38 H -1.82 -0.02 -3.91  O36 0.920

Values from the calculation:
Structure (SMILES)   CNC(=O)[C@@H](C)N.O.O.O.O.O.O.O
Multiplicity   1
Kohn-Sham gap   0.363 hartree
LUMO energy   0.008 Eh
Highest occupied orbital energy   -9.655 eV
Relative energy (zero: lowest compared OMol25 entry of this formula, charge and spin)   0.809 eV
Total charge   0

Here are the Mulliken charges for atoms 1 to 8, given in e: atom 1 (C): -1.186, atom 2 (N): 0.058, atom 3 (C): 0.179, atom 4 (O): -0.880, atom 5 (C): 0.182, atom 6 (C): -1.451, atom 7 (N): -0.465, atom 8 (H): 0.335

---

[4]
DFT (ωB97M-V/def2-TZVPD) results for a 8-piece molecular cluster, C4H24N2O8S overall in a non-equilibrium geometry.

Last columns: bonded neighbours and bond lengths (Å).
CARTESIAN COORDINATES (ANGSTROEM)
1 N 1.78 1.54 1.27  C2 1.451, H9 1.033, H10 1.009
2 C 0.42 1.98 1.47  N1 1.451, C3 1.581, H11 1.084, H12 1.089
3 C -0.56 0.83 1.95  C2 1.581, C4 1.531, N6 1.514, H13 1.144
4 C -2.00 0.92 1.45  C3 1.531, S5 1.807, H14 1.100, H15 1.070
5 S -3.24 1.23 2.73  C4 1.807, H16 1.314
6 N 0.15 -0.43 1.50  C3 1.514, C7 1.356, H17 1.012
7 C -0.25 -1.37 0.61  N6 1.356, O8 1.241, H18 1.105
8 O -1.41 -1.42 0.17  C7 1.241
9 H 2.02 1.51 0.26  N1 1.033
10 H 2.39 2.23 1.68  N1 1.009
11 H 0.05 2.48 0.59  C2 1.084
12 H 0.30 2.76 2.22  C2 1.089
13 H -0.61 0.75 3.09  C3 1.144
14 H -2.06 1.88 0.92  C4 1.100
15 H -2.55 0.10 1.03  C4 1.070
16 H -2.45 1.37 3.77  S5 1.314
17 H 1.08 -0.54 1.89  N6 1.012
18 H 0.45 -2.21 0.40  C7 1.105
19 O 1.38 -0.18 -4.01  H20 0.965, H21 0.971
20 H 0.88 0.58 -3.67  O19 0.965
21 H 2.06 0.27 -4.54  O19 0.971
22 O -0.75 0.94 -1.51  H23 0.971, H24 0.965
23 H -0.50 0.06 -1.84  O22 0.971
24 H -1.37 0.78 -0.79  O22 0.965
25 O -1.75 -1.49 -2.66  H26 0.959, H27 0.957
26 H -2.26 -0.71 -2.87  O25 0.959
27 H -1.73 -1.80 -1.76  O25 0.957
28 O 1.80 -2.08 -2.07  H29 0.965, H30 0.963
29 H 0.91 -2.31 -2.37  O28 0.965
30 H 2.24 -1.46 -2.65  O28 0.963
31 O 1.70 1.97 -1.58  H32 0.998, H33 0.963
32 H 0.88 1.42 -1.44  O31 0.998
33 H 1.36 2.78 -1.97  O31 0.963
34 O 2.85 -1.63 0.87  H35 0.960, H36 0.960
35 H 2.53 -1.61 -0.03  O34 0.960
36 H 3.81 -1.71 0.83  O34 0.960
37 O -2.22 -2.70 2.47  H38 0.971, H39 0.963
38 H -2.31 -2.23 1.62  O37 0.971
39 H -3.01 -2.48 2.98  O37 0.963

Values from the calculation:
Structure (SMILES)   NC[C@@H](CS)NC=O.O.O.O.O.O.O.O
Multiplicity   1
Kohn-Sham gap   0.345 hartree
LUMO energy   0.009 Eh
Highest occupied orbital energy   -9.137 eV
Relative energy (zero: lowest compared OMol25 entry of this formula, charge and spin)   2.475 eV
Total charge   0

Here are the Mulliken charges for atoms 1 to 8, given in e: atom 1 (N): -0.544, atom 2 (C): -0.806, atom 3 (C): 0.181, atom 4 (C): -0.806, atom 5 (S): -0.217, atom 6 (N): 0.004, atom 7 (C): -0.173, atom 8 (O): -0.753

---

[5]
DFT (ωB97M-V/def2-TZVPD) results for a 7-piece molecular cluster, C4H24NO6 overall in a non-equilibrium geometry.

Last columns: bonded neighbours and bond lengths (Å).
CARTESIAN COORDINATES (ANGSTROEM)
1 C -0.84 -2.23 -0.99  C2 1.498, H6 1.087, H7 1.096, H8 1.096
2 C -0.69 -0.90 -0.33  C1 1.498, N3 1.465, H9 1.151, H10 1.099
3 N -0.22 -0.87 1.06  C2 1.465, C4 1.551, H11 1.023, H12 1.024
4 C 1.33 -0.84 1.11  N3 1.551, C5 1.520, H13 1.086, H14 1.085
5 C 1.78 -0.71 2.56  C4 1.520, H15 1.089, H16 1.097, H17 1.086
6 H -1.27 -2.12 -1.98  C1 1.087
7 H -1.41 -2.91 -0.34  C1 1.096
8 H 0.11 -2.69 -1.26  C1 1.096
9 H -0.18 -0.20 -1.09  C2 1.151
10 H -1.66 -0.37 -0.37  C2 1.099
11 H -0.49 -1.75 1.51  N3 1.023
12 H -0.58 -0.05 1.54  N3 1.024
13 H 1.55 0.09 0.60  C4 1.086
14 H 1.74 -1.68 0.56  C4 1.085
15 H 2.44 0.14 2.72  C5 1.089
16 H 0.95 -0.47 3.23  C5 1.097
17 H 2.23 -1.64 2.91  C5 1.086
18 H 0.89 1.37 -1.33  O20 0.992
19 H -0.11 2.54 -0.90  O20 1.028
20 O 0.22 1.60 -0.63  H18 0.992, H19 1.028
21 H 0.26 -1.04 -4.17  O23 0.970
22 H 1.26 -1.95 -3.63  O23 0.969
23 O 0.79 -1.14 -3.37  H21 0.970, H22 0.969
24 H 2.73 0.32 -2.50  O26 0.970
25 H 3.24 1.63 -1.86  O26 0.968
26 O 2.85 0.77 -1.64  H24 0.970, H25 0.968
27 H -0.68 4.64 -0.78  O29 0.969
28 H -0.92 4.12 -2.21  O29 0.968
29 O -0.98 3.86 -1.28  H27 0.969, H28 0.968
30 H -1.18 2.16 2.86  O32 0.969
31 H -2.03 2.67 1.75  O32 0.968
32 O -1.74 1.83 2.14  H30 0.969, H31 0.968
33 H -3.19 -1.69 1.31  O35 0.964
34 H -3.42 -0.97 2.65  O35 0.967
35 O -2.78 -1.52 2.17  H33 0.964, H34 0.967

Values from the calculation:
Multiplicity   2
Expectation value of S²   0.756
Kohn-Sham gap (spin up / spin down)   0.429 / 0.171 hartree
LUMO energy (spin up / spin down)   -0.224 / -0.481 Eh
Highest occupied orbital energy (spin up / spin down)   -17.768 / -17.759 eV
Relative energy (zero: lowest compared OMol25 entry of this formula, charge and spin)   0.000 eV
Total charge   +2

Here are the Mulliken charges for atoms 1 to 8, given in e: atom 1 (C): -1.161, atom 2 (C): -0.065, atom 3 (N): 0.025, atom 4 (C): 0.023, atom 5 (C): -1.209, atom 6 (H): 0.427, atom 7 (H): 0.383, atom 8 (H): 0.290

---

[6]
DFT (ωB97M-V/def2-TZVPD) results for a 7-piece molecular cluster, C4H24NO7S2 overall in a non-equilibrium geometry.

Last columns: bonded neighbours and bond lengths (Å).
CARTESIAN COORDINATES (ANGSTROEM)
1 N 2.92 0.88 -0.42  C2 1.469, H9 1.023, H10 1.027, H11 1.033
2 C 1.45 0.81 -0.35  N1 1.469, C3 1.539, C5 1.523, H12 1.106
3 C 0.73 0.17 -1.55  C2 1.539, O4 1.429, H13 1.096, H14 1.077
4 O 1.27 0.75 -2.74  C3 1.429, H15 0.960
5 C 0.92 0.17 0.93  C2 1.523, S6 1.899, H16 1.096, H17 1.089
6 S 1.16 1.22 2.50  C5 1.899, S7 1.968
7 S 0.11 0.68 4.07  S6 1.968, C8 1.862
8 C -1.38 1.80 4.03  S7 1.862, H18 1.080, H19 1.077, H20 1.095
9 H 3.35 -0.04 -0.33  N1 1.023
10 H 3.24 1.38 0.42  N1 1.027
11 H 3.25 1.29 -1.31  N1 1.033
12 H 1.01 1.82 -0.44  C2 1.106
13 H 0.91 -0.91 -1.60  C3 1.096
14 H -0.34 0.22 -1.61  C3 1.077
15 H 0.76 1.55 -2.89  O4 0.960
16 H 1.22 -0.86 1.16  C5 1.096
17 H -0.15 0.04 0.85  C5 1.089
18 H -0.90 2.73 4.32  C8 1.080
19 H -2.27 1.46 4.53  C8 1.077
20 H -1.72 1.79 2.99  C8 1.095
21 H -0.87 -3.99 -1.10  O23 0.972
22 H -1.39 -2.80 -0.48  O23 0.968
23 O -0.81 -3.53 -0.24  H21 0.972, H22 0.968
24 H 2.59 4.13 1.32  O26 0.960
25 H 3.18 4.60 0.01  O26 0.958
26 O 2.91 3.80 0.47  H24 0.960, H25 0.958
27 H -2.66 -3.50 -1.95  O29 0.955
28 H -2.79 -2.57 -3.17  O29 0.960
29 O -2.98 -2.65 -2.24  H27 0.955, H28 0.960
30 H -4.60 -1.44 -1.20  O32 0.965
31 H -5.38 -1.03 0.09  O32 0.961
32 O -4.58 -0.87 -0.42  H30 0.965, H31 0.961
33 H -2.65 -0.33 -0.41  O35 0.962
34 H -2.11 1.22 -0.35  O35 0.974
35 O -1.91 0.28 -0.52  H33 0.962, H34 0.974
36 H 2.47 -2.96 -0.14  O38 0.964
37 H 3.29 -2.94 -1.40  O38 0.959
38 O 2.76 -2.37 -0.84  H36 0.964, H37 0.959

Values from the calculation:
Multiplicity   1
Kohn-Sham gap   0.332 hartree
LUMO energy   -0.092 Eh
Highest occupied orbital energy   -11.546 eV
Total charge   +1

Here are the Mulliken charges for atoms 1 to 8, given in e: atom 1 (N): 0.025, atom 2 (C): 0.089, atom 3 (C): -0.675, atom 4 (O): -0.581, atom 5 (C): -0.577, atom 6 (S): -0.082, atom 7 (S): -0.053, atom 8 (C): -0.685

---

[7]
DFT (ωB97M-V/def2-TZVPD) results for a 7-piece molecular cluster, C4H25N2O6S overall in a non-equilibrium geometry.

Last columns: bonded neighbours and bond lengths (Å).
CARTESIAN COORDINATES (ANGSTROEM)
1 N -2.05 0.83 -0.33  C2 1.523, H8 1.004, H9 1.025, H10 1.044
2 C -1.28 0.10 -1.42  N1 1.523, C3 1.518, C5 1.488, H11 1.167
3 C 0.09 0.74 -1.53  C2 1.518, S4 1.832, H12 1.120, H13 1.101
4 S 0.84 1.71 -2.88  C3 1.832, H14 1.350
5 C -1.18 -1.37 -1.18  C2 1.488, N6 1.504, H15 1.076, H16 1.118
6 N -0.91 -1.68 0.27  C5 1.504, C7 1.502, H17 1.017
7 C 0.50 -2.06 0.60  N6 1.502, H18 1.134, H19 1.085, H20 1.127
8 H -1.48 1.28 0.37  N1 1.004
9 H -2.64 0.19 0.23  N1 1.025
10 H -2.61 1.61 -0.73  N1 1.044
11 H -1.88 0.32 -2.39  C2 1.167
12 H 0.36 1.33 -0.62  C3 1.120
13 H 0.84 -0.07 -1.43  C3 1.101
14 H 1.94 2.05 -2.17  S4 1.350
15 H -2.14 -1.79 -1.40  C5 1.076
16 H -0.49 -1.79 -1.96  C5 1.118
17 H -1.49 -2.45 0.60  N6 1.017
18 H 0.50 -1.85 1.72  C7 1.134
19 H 1.24 -1.51 0.02  C7 1.085
20 H 0.61 -3.17 0.43  C7 1.127
21 H 2.32 -2.96 -1.07  O23 0.953
22 H 1.39 -3.25 -2.43  O23 0.945
23 O 1.54 -3.29 -1.49  H21 0.953, H22 0.945
24 H 3.26 2.10 1.44  O26 0.969
25 H 2.35 3.28 1.44  O26 0.967
26 O 2.41 2.39 1.07  H24 0.969, H25 0.967
27 H -1.34 0.53 2.16  O29 1.010
28 H -2.58 -0.24 2.77  O29 0.959
29 O -2.35 0.46 2.15  H27 1.010, H28 0.959
30 H 0.60 1.58 2.11  O32 0.950
31 H 0.83 0.03 2.26  O32 0.961
32 O 0.23 0.76 2.41  H30 0.950, H31 0.961
33 H 3.38 -0.36 -0.52  O35 0.976
34 H 3.88 -1.61 -1.22  O35 0.967
35 O 3.15 -0.98 -1.23  H33 0.976, H34 0.967
36 H -2.23 3.57 1.72  O38 0.959
37 H -3.27 2.68 1.19  O38 0.979
38 O -2.33 2.91 1.03  H36 0.959, H37 0.979

Values from the calculation:
Multiplicity   1
Kohn-Sham gap   0.332 hartree
LUMO energy   -0.101 Eh
Highest occupied orbital energy   -11.767 eV
Relative energy (zero: lowest compared OMol25 entry of this formula, charge and spin)   2.818 eV
Total charge   +1

Here are the Mulliken charges for atoms 1 to 8, given in e: atom 1 (N): -0.192, atom 2 (C): 0.527, atom 3 (C): -0.263, atom 4 (S): -0.212, atom 5 (C): -1.098, atom 6 (N): -0.068, atom 7 (C): -0.770, atom 8 (H): 0.127

---

Computed values of total energy (unit: eV) for the preceding records, in sequence: -27992.7716 -21849.0406 -23898.6498 -34732.5914 -18293.4512 -42024.0930 -30646.6431.